This record from the OMol25 dataset describes the molecule C3H6N2OS in a non-equilibrium geometry. The level of theory is the ωB97M-V functional and the def2-TZVPD basis.

Geometry (Å):
S 2.69 -1.04 0.41
O 2.13 1.56 -0.12
N -1.52 -1.52 -0.40
N -1.32 0.73 1.00
C -0.96 -0.23 -0.12
C 1.65 0.48 -0.15
C 0.23 0.41 -0.84
H -1.03 1.67 0.94
H 0.16 1.40 -1.18
H 0.26 -0.33 -1.64
H 1.79 -1.81 -0.10
H -2.06 -1.90 0.37
H -2.01 0.59 1.81

Values from the calculation:
E	-19069.0809	eV
Kohn-Sham gap	10.03	eV
energy above the lowest of the compared OMol25 structures with the same formula, charge and spin	297.7	kJ/mol
structure (SMILES)	[H]/N=C(\N)CC(=O)S

---

This record from the OMol25 dataset describes a structure of composition C29H88O15V in a non-equilibrium geometry. The level of theory is the ωB97M-V functional and the def2-TZVPD basis.

Geometry (Å):
V -4.06 19.72 -1.53
O 0.31 23.67 -1.52
O 0.46 18.09 2.86
O 0.91 23.99 6.15
O 2.36 22.35 0.26
O -4.57 19.57 7.41
O -5.59 21.39 -1.49
O -2.83 20.94 0.03
O -8.25 20.21 2.76
O -7.91 25.51 2.47
O -0.19 21.17 -0.67
O -3.12 14.45 2.73
O -7.58 20.36 0.15
O -1.17 27.10 2.15
O -0.22 18.41 0.45
O -4.61 24.61 7.47
C -7.88 24.25 1.89
C 2.52 22.02 1.64
C -3.38 18.88 5.51
C -4.33 20.64 1.88
C -1.95 23.60 -2.40
C -2.44 26.68 2.52
C -1.98 21.24 2.35
C -6.63 18.50 3.07
C 1.97 23.14 2.53
C -0.30 23.28 6.16
C -3.27 16.75 1.91
C -9.87 21.23 -0.18
C -3.75 15.29 1.75
C 1.15 18.70 3.93
C -6.63 23.40 2.34
C -2.61 25.22 2.38
C -4.05 20.01 6.18
C 0.15 19.32 4.90
C -5.68 22.59 -2.18
C -3.87 23.47 7.05
C -0.69 24.44 -2.21
C -3.66 23.53 5.54
C 2.15 18.67 -0.11
C 0.90 17.83 -0.27
C -3.16 21.38 1.34
C -5.72 23.78 -1.22
C -8.12 18.85 3.23
C -0.25 22.17 7.18
C -8.72 20.34 -0.75
H -4.04 19.61 2.06
H -1.64 20.20 2.40
H -10.78 21.12 -0.76
H -4.81 20.40 5.50
H -3.43 20.88 6.36
H -5.99 24.72 -1.69
H -0.58 18.59 5.26
H -7.99 20.22 1.83
H -2.67 27.14 3.48
H -3.11 27.14 1.80
H -8.46 20.56 -1.78
H 3.59 21.86 1.83
H -1.28 28.02 1.91
H -4.61 23.58 5.02
H -3.48 14.82 0.80
H -4.61 21.11 2.82
H 0.91 23.33 2.39
H 2.15 22.95 3.59
H -1.04 24.08 6.24
H 2.52 18.62 0.91
H -3.39 22.44 1.32
H -1.93 24.66 3.02
H -3.41 16.97 2.97
H -5.26 20.76 1.33
H -4.56 22.73 7.47
H -0.32 22.44 8.23
H -0.29 24.69 -3.19
H -1.06 21.08 -0.26
H -6.81 22.36 2.05
H -6.39 17.47 3.35
H 2.08 19.71 -0.45
H -1.63 22.67 -2.86
H -10.05 20.95 0.86
H -1.10 21.51 7.05
H -3.18 22.62 5.18
H -6.47 23.58 -0.45
H 0.01 18.38 1.39
H -3.64 13.66 2.89
H -2.20 16.88 1.74
H -3.80 17.50 1.33
H -0.22 20.73 -1.53
H -2.87 19.23 4.61
H 2.64 23.25 0.07
H 2.47 24.06 2.25
H -9.60 22.29 -0.21
H -0.38 22.85 5.16
H -8.79 23.78 2.24
H -5.47 24.69 7.07
H -3.64 24.88 2.50
H -2.94 23.47 7.61
H -2.33 24.86 1.39
H -2.66 24.11 -3.05
H 1.89 19.38 3.51
H -0.40 20.18 4.52
H -0.01 17.36 3.27
H -7.07 19.60 -0.11
H -4.81 22.67 -2.84
H 2.93 18.28 -0.77
H -8.82 25.65 2.74
H -6.53 22.50 -2.86
H -4.74 23.91 -0.77
H 1.95 21.11 1.80
H -7.89 24.40 0.82
H -6.33 18.64 2.03
H -6.02 19.14 3.70
H -8.37 18.77 4.29
H -8.71 18.19 2.60
H -9.12 19.32 -0.75
H -2.50 23.43 -1.48
H -2.67 18.29 6.09
H 0.63 19.57 5.84
H 0.70 17.76 -1.34
H -4.80 15.15 2.01
H 1.05 16.83 0.14
H -0.93 25.33 -1.64
H 1.06 24.26 -1.39
H -6.61 23.40 3.43
H -4.02 18.13 5.04
H 0.86 24.71 5.51
H -2.26 21.53 3.36
H -5.70 23.82 1.95
H -3.09 24.41 5.23
H 1.68 17.92 4.48
H -6.39 21.38 -0.95
H -5.31 19.01 7.15
H 0.66 21.59 7.01
H 0.01 22.10 -0.80
H -1.21 21.86 1.89

Values from the calculation:
net charge	+1
<S²>	6.00
E	-87887.0291	eV
2S+1	5
Kohn-Sham gap (spin up / spin down)	7.05 / 8.22	eV

---

This record from the OMol25 dataset describes a cluster of 2 separate species, C28H28P in total in a non-equilibrium geometry. The level of theory is the ωB97M-V functional and the def2-TZVPD basis.

Geometry (Å):
P -0.07 0.38 -0.62
C 0.11 -1.26 0.22
C 1.00 -2.33 -5.25
C -2.16 0.43 1.35
C 1.47 -0.49 -3.59
C 2.58 1.19 -0.17
C 0.99 2.18 1.37
C 1.82 -1.46 -4.51
C -4.59 3.12 2.54
C 1.25 1.35 0.26
C 3.37 2.46 1.75
C 2.05 2.69 2.12
C 4.51 3.00 2.57
C 3.63 1.73 0.58
C 0.96 -1.48 1.31
C -3.56 2.38 1.72
C -3.11 1.11 2.10
C 0.20 -0.07 -3.13
C -0.22 -4.87 2.56
C -0.75 -2.30 -0.20
C -1.27 -1.50 -4.62
C -0.08 -3.63 1.73
C -2.09 2.27 -0.22
C 0.84 -2.63 2.07
C -0.38 -2.34 -5.31
C -0.85 -3.46 0.57
C -1.57 1.04 0.22
C -1.02 -0.56 -3.64
C -3.05 2.94 0.54
H -1.74 2.73 -1.14
H -1.92 -0.09 -3.21
H 1.85 3.29 3.01
H -3.54 0.66 3.00
H 0.49 -4.86 3.40
H -3.45 3.91 0.23
H -5.49 3.35 1.94
H -0.04 -5.78 1.96
H 2.32 0.05 -3.16
H -1.53 -4.26 0.29
H -1.87 -0.56 1.66
H 4.14 3.57 3.43
H 1.73 -0.74 1.59
H 1.46 -2.78 2.95
H -1.33 -2.21 -1.11
H 1.53 -3.08 -5.86
H 0.18 0.96 -2.69
H 2.88 -1.56 -4.73
H 5.16 2.19 2.94
H 4.66 1.60 0.27
H -4.90 2.51 3.41
H -4.20 4.08 2.91
H 2.81 0.64 -1.08
H -0.83 -3.09 -5.97
H 5.16 3.66 1.97
H -0.02 2.44 1.66
H -2.31 -1.61 -4.93
H -1.23 -4.96 2.97

Values from the calculation:
net charge	+1
E	-38770.9580	eV
Kohn-Sham gap	6.00	eV

---

This record from the OMol25 dataset describes a cluster of 2 separate species, C9H14N3O2 in total in a non-equilibrium geometry. The level of theory is the ωB97M-V functional and the def2-TZVPD basis.

Geometry (Å):
O 2.49 0.51 -0.57
O 0.57 -0.88 -4.41
N 0.02 -0.87 1.71
N 0.33 0.00 -0.50
N 1.46 0.11 -2.56
C -0.98 2.88 0.18
C -1.92 2.52 -0.65
C -0.82 -0.39 -1.19
C 0.32 0.27 0.83
C -0.27 -0.55 3.10
C 0.39 -0.49 -3.28
C -0.79 -0.62 -2.51
C 0.99 -1.89 1.64
C 1.55 0.20 -1.25
H 2.28 0.22 -3.21
H 1.19 0.74 1.18
H 1.49 -1.82 0.63
H -0.54 3.67 0.84
H 0.45 -2.82 1.64
H -1.91 1.57 -1.08
H -1.80 -1.04 -2.93
H -2.51 3.36 -1.08
H 0.53 0.04 3.67
H -1.74 -0.44 -0.55
H -1.24 -0.03 3.17
H -0.44 -1.50 3.68
H 1.71 -1.56 2.33
H -0.80 -1.19 1.18

Values from the calculation:
net charge	+1
E	-18113.0346	eV
Kohn-Sham gap (spin up / spin down)	6.92 / 9.07	eV
energy above the lowest of the compared OMol25 structures with the same formula, charge and spin	489.1	kJ/mol